This record from OMol25 describes a 11-piece molecular cluster, C3H30N2O10 overall. The level of theory is the ωB97M-V functional and the def2-TZVPD basis.

Geometry as XYZ:
```
45
C3H30N2O10 (the ωB97M-V functional and the def2-TZVPD basis)
N -0.521 -2.695 -2.294
C 0.612 -1.728 -2.156
C 2.015 -2.260 -2.619
C 0.293 -0.411 -2.740
N -1.167 0.007 -2.656
H -1.041 -2.381 -3.015
H -0.422 -3.762 -2.237
H 0.570 -1.714 -0.995
H 2.879 -1.934 -2.044
H 1.946 -3.296 -2.443
H 2.247 -2.048 -3.655
H 0.402 -0.525 -3.830
H 1.038 0.411 -2.507
H -1.193 0.941 -3.111
H -1.403 0.204 -1.631
H 2.063 -1.812 1.508
H 1.587 -1.708 2.786
O 2.492 -1.546 2.344
H -0.904 1.576 3.716
H -0.031 2.617 2.882
O -0.459 2.397 3.793
H -0.791 1.266 0.212
H -1.382 2.254 1.268
O -0.823 2.235 0.463
H 2.030 0.341 0.081
H 1.801 0.033 1.601
O 1.318 0.043 0.745
H -2.332 3.503 -0.162
H -2.966 2.316 -0.673
O -3.141 3.052 -0.145
H 1.202 3.107 1.219
H 2.229 3.294 0.139
O 2.055 3.175 1.089
H -0.490 -2.287 1.200
H -1.485 -2.613 2.318
O -0.673 -2.817 1.963
H 3.756 1.605 1.758
H 3.560 0.100 1.723
O 3.695 0.863 1.116
H -3.194 -1.626 -1.546
H -1.890 -1.958 -0.903
O -2.860 -1.941 -0.752
H -2.817 0.695 0.936
H -2.432 -0.282 0.247
O -2.634 0.650 -0.004
```

Charge: -1
Gap between HOMO and LUMO (alpha / beta), eV: 3.006 / 9.351
Spin multiplicity: 2
Electronic energy, Eh: -994.0659

Mulliken atomic charge list, values in e, 2 entries:
1 N -0.516
2 C 0.950

---

This record from OMol25 describes a 11-piece molecular cluster, C3H30NO11S overall. The level of theory is the ωB97M-V functional and the def2-TZVPD basis.

Geometry as XYZ:
```
46
C3H30NO11S (the ωB97M-V functional and the def2-TZVPD basis)
C 1.566 0.872 -0.316
O 1.993 0.517 0.980
C 0.444 -0.082 -0.787
C 0.097 -0.015 -2.272
S -1.647 -0.580 -2.610
N 0.978 -1.477 -0.361
H 1.308 1.909 -0.467
H 2.511 0.858 -0.897
H 1.415 1.103 1.700
H -0.352 0.159 -0.149
H 0.269 1.026 -2.568
H 0.685 -0.757 -2.878
H -2.133 0.539 -3.244
H 1.774 -1.659 -1.032
H 1.340 -1.537 0.624
H 0.333 -2.244 -0.597
H -1.699 -1.162 1.800
H -0.612 -1.271 2.822
O -1.127 -0.609 2.254
H -1.564 3.139 2.639
H -0.933 4.054 1.586
O -0.733 3.524 2.434
H -1.266 3.644 -2.580
H -1.904 2.598 -3.319
O -1.220 2.705 -2.572
H -1.862 1.036 2.963
H -2.966 1.120 2.147
O -2.556 1.608 2.822
H 2.191 -1.976 2.440
H 1.880 -3.484 2.674
O 1.423 -2.529 2.380
H 2.125 -3.839 -0.844
H 0.951 -4.345 -1.763
O 1.932 -4.118 -1.691
H 0.597 1.720 3.671
H 0.909 2.935 2.531
O 1.230 2.058 2.908
H 3.843 -0.548 0.742
H 4.475 -2.043 0.533
O 3.676 -1.524 0.750
H -1.262 -4.387 -0.943
H -1.791 -3.032 -1.720
O -0.990 -3.551 -1.354
H -3.823 3.232 -1.204
H -2.350 3.085 -1.379
O -3.029 3.806 -1.256
```

Charge: +1
Gap between HOMO and LUMO, eV: 9.869
Electronic energy, Eh: -1412.5883

Mulliken atomic charge list, values in e, 2 entries:
1 C -0.971
2 O -0.506

---

This record from OMol25 describes a 12-piece molecular cluster, C3H31N2O12S2 overall. The level of theory is the ωB97M-V functional and the def2-TZVPD basis.

Geometry as XYZ:
```
50
C3H31N2O12S2 (the ωB97M-V functional and the def2-TZVPD basis)
S 1.892 -1.343 -4.043
S 0.336 -0.036 -4.131
C 0.070 0.353 -2.367
C -1.368 0.890 -2.214
C -1.307 1.505 -0.789
N -0.529 2.581 -0.666
O -1.863 1.024 0.192
N -2.235 -0.310 -2.065
H 2.916 -0.490 -4.119
H 0.227 -0.556 -1.781
H 0.882 1.034 -2.143
H -1.658 1.522 -3.050
H 0.152 2.881 -1.355
H -0.529 3.075 0.209
H -3.236 -0.098 -2.021
H -2.164 -1.017 -2.802
H -2.010 -0.681 -1.130
H -3.202 -0.648 0.807
H -3.532 -1.798 -0.071
O -3.938 -0.998 0.291
H 3.422 0.782 0.746
H 2.733 -0.098 -0.323
O 3.168 0.775 -0.185
H -0.763 0.751 2.233
H -1.424 -0.410 2.972
O -0.580 -0.163 2.525
H 3.208 0.815 3.189
H 4.062 1.972 2.872
O 3.236 1.562 2.580
H -0.713 -1.599 1.054
H 0.332 -1.878 -0.060
O -0.614 -2.026 0.192
H 1.552 1.712 1.473
H 0.869 2.655 2.476
O 0.693 2.013 1.792
H -2.512 -3.810 -1.648
H -1.440 -2.865 -1.120
O -2.081 -2.966 -1.853
H -3.262 -1.428 3.577
H -3.714 -0.036 3.978
O -2.921 -0.551 3.813
H 0.994 -0.910 2.388
H 1.384 -2.341 2.774
O 1.749 -1.528 2.396
H 2.530 3.473 -1.908
H 2.411 2.215 -1.083
O 1.855 2.856 -1.590
H 2.751 -2.282 -0.628
H 2.104 -1.834 0.808
O 2.069 -1.743 -0.190
```

Charge: +1
Gap between HOMO and LUMO, eV: 9.805
Electronic energy, Eh: -1941.5340

Mulliken atomic charge list, values in e, 2 entries:
1 S -0.196
2 S -0.044

---

This record from OMol25 describes a 13-piece molecular cluster, C3H31O13 overall. The level of theory is the ωB97M-V functional and the def2-TZVPD basis.

Geometry as XYZ:
```
47
C3H31O13 (the ωB97M-V functional and the def2-TZVPD basis)
C 1.165 -0.268 1.675
C -0.159 -0.092 0.970
C -0.716 1.346 0.906
O -0.184 -0.595 -0.316
H 1.418 0.372 2.594
H 1.922 0.065 0.994
H 1.369 -1.234 1.941
H -0.947 -0.679 1.508
H -1.611 1.425 0.295
H 0.018 2.085 0.615
H -1.112 1.724 1.792
O 2.164 0.520 -1.328
H 1.277 0.248 -0.996
H 2.716 0.096 -0.678
O 2.798 -2.654 -0.821
H 2.230 -2.516 -1.611
H 3.021 -1.799 -0.587
O -3.956 0.957 -1.647
H -3.350 0.266 -1.406
H -4.137 1.310 -0.791
O -3.077 3.619 0.327
H -2.562 3.132 -0.271
H -3.799 4.083 -0.092
O -4.725 1.627 0.896
H -5.455 2.017 0.443
H -4.062 2.356 1.048
O 4.250 -0.660 0.152
H 4.936 -1.298 0.028
H 4.435 -0.181 0.979
O 2.314 -3.759 1.580
H 2.708 -3.578 0.725
H 1.950 -4.628 1.433
O -2.815 -1.247 -0.589
H -2.046 -0.695 -0.499
H -3.360 -1.096 0.213
O 3.064 2.878 0.225
H 2.200 2.789 0.558
H 3.090 3.850 0.211
O -0.989 0.861 -2.347
H -0.740 0.594 -1.506
H -1.268 1.774 -2.166
O 0.703 -1.872 -2.514
H 0.780 -1.131 -3.090
H 0.440 -1.494 -1.667
O -0.240 -3.070 0.937
H 0.636 -3.237 1.311
H -0.292 -2.224 0.548
```

Charge: -1
Gap between HOMO and LUMO, eV: 7.564
Electronic energy, Eh: -1111.0358

Mulliken atomic charge list, values in e, 2 entries:
1 C -0.695
2 C 0.359

---

This record from OMol25 describes a 14-piece molecular cluster, C3H33NO14S2 overall. The level of theory is the ωB97M-V functional and the def2-TZVPD basis.

Geometry as XYZ:
```
53
C3H33NO14S2 (the ωB97M-V functional and the def2-TZVPD basis)
S 4.294 -1.142 1.300
S 2.429 -0.946 1.977
C 1.667 0.548 1.240
C 0.196 0.268 0.909
N 0.027 -0.671 -0.200
C -0.171 -0.211 -1.503
O -0.073 -1.009 -2.414
H 5.099 -0.478 2.126
H 1.768 1.331 1.998
H 2.214 0.900 0.278
H -0.333 1.191 0.699
H -0.352 -0.137 1.779
H 0.287 -1.651 -0.047
H -0.540 0.819 -1.621
H -2.295 -0.535 2.724
H -1.933 0.987 3.067
O -2.708 0.323 2.944
H -1.270 -2.488 1.207
H -2.625 -2.626 2.009
O -2.011 -1.970 1.702
H -0.213 3.842 0.643
H -1.670 3.352 0.635
O -0.977 3.792 1.227
H -4.321 0.716 -2.465
H -4.111 0.767 -0.877
O -4.371 1.327 -1.690
H 3.298 -1.125 -2.307
H 4.364 -0.315 -1.594
O 3.776 -0.280 -2.352
H 1.315 -1.955 -2.385
H 2.161 -2.784 -3.280
O 2.175 -2.419 -2.395
H 2.478 0.862 -2.195
H 1.624 1.593 -3.124
O 1.681 1.371 -2.192
H -3.195 0.359 1.262
H -2.592 -0.733 0.348
O -3.100 0.094 0.336
H 0.508 -3.915 0.213
H -0.853 -4.093 -0.342
O -0.438 -3.690 0.365
H 2.768 -4.061 0.142
H 2.158 -3.538 -1.182
O 2.063 -4.216 -0.405
H -2.837 2.497 -1.304
H -2.262 1.454 -0.325
O -2.045 2.313 -0.743
H -0.700 2.656 2.390
H -0.634 2.414 3.877
O -0.595 1.950 3.109
H 0.979 2.757 -1.321
H -0.485 3.072 -1.175
O 0.378 3.429 -1.064
```

Charge: 0
Gap between HOMO and LUMO, eV: 9.679
Electronic energy, Eh: -2038.6607

Mulliken atomic charge list, values in e, 2 entries:
1 S -0.254
2 S -0.058

---

This record from OMol25 describes a 14-piece molecular cluster, C3H34NO15 overall. The level of theory is the ωB97M-V functional and the def2-TZVPD basis.

Geometry as XYZ:
```
53
C3H34NO15 (the ωB97M-V functional and the def2-TZVPD basis)
C -1.353 -0.197 1.801
C -0.331 -1.298 1.571
O -0.581 -1.735 0.267
N -1.675 0.683 0.719
C -0.530 0.957 -0.209
O 0.557 1.330 0.561
H -1.095 0.221 2.834
H -2.353 -0.716 2.011
H 0.738 -1.076 1.654
H -0.615 -2.170 2.181
H 0.076 -2.367 0.070
H -2.202 1.635 0.920
H -0.138 -0.042 -0.653
H -0.694 1.758 -0.886
H 3.185 1.802 -1.081
H 1.663 1.770 -0.716
O 2.362 1.742 -1.510
H 3.657 -1.965 0.888
H 2.586 -1.614 1.800
O 3.059 -2.455 1.613
H 2.945 -0.687 -1.629
H 3.981 0.057 -2.495
O 3.787 -0.408 -1.744
H -2.860 0.635 -2.629
H -1.953 1.029 -3.825
O -2.372 1.406 -3.074
H 1.121 -2.254 -2.298
H 0.446 -1.149 -3.223
O 1.298 -1.699 -3.013
H -1.481 -0.522 -2.263
H -2.744 -1.166 -2.462
O -1.828 -1.248 -2.794
H 0.678 2.644 3.551
H 0.732 1.691 2.215
O 0.566 1.770 3.170
H -4.472 -0.260 -0.784
H -3.608 0.701 -1.057
O -4.199 0.227 -1.547
H 2.314 2.784 1.564
H 1.113 2.996 0.663
O 1.890 3.526 1.083
H -3.005 -0.955 0.367
H -3.754 -2.157 0.001
O -3.885 -1.394 0.483
H -1.797 2.425 3.311
H -2.497 1.226 3.106
O -2.621 2.164 2.978
H 2.485 -2.919 -1.053
H 2.544 -3.331 0.441
O 2.286 -3.582 -0.512
H 3.400 0.318 0.148
H 1.926 0.513 0.482
O 2.764 0.303 0.894
```

Charge: 0
Gap between HOMO and LUMO (alpha / beta), eV: 10.862 / 6.038
Spin multiplicity: 2
Electronic energy, Eh: -1317.8044

Mulliken atomic charge list, values in e, 2 entries:
1 C -1.542
2 C -0.073

---

This record from OMol25 describes a 14-piece molecular cluster, C3H34NO15S2 overall. The level of theory is the ωB97M-V functional and the def2-TZVPD basis.

Geometry as XYZ:
```
55
C3H34NO15S2 (the ωB97M-V functional and the def2-TZVPD basis)
N 1.484 -0.060 1.495
C 0.564 -0.634 0.463
C 0.132 0.615 -0.380
O -0.073 0.305 -1.634
O -0.059 1.765 0.003
C -0.707 -1.182 1.109
S -1.557 -2.544 0.255
S -3.365 -3.100 0.689
H 2.167 0.659 1.100
H 2.049 -0.753 2.041
H 0.993 0.363 2.371
H 1.222 -1.270 -0.193
H -0.609 0.918 -2.197
H -0.632 -1.394 2.162
H -1.287 -0.215 0.987
H -4.320 -2.265 0.200
H 3.090 2.421 -2.705
H 2.459 1.027 -2.437
O 3.270 1.546 -2.353
H 3.796 1.768 0.164
H 3.533 2.761 1.227
O 3.069 2.101 0.697
H -1.158 2.327 -3.696
H -0.775 1.260 -4.763
O -0.795 1.410 -3.830
H -3.447 1.519 0.682
H -2.728 1.694 -0.623
O -3.374 1.154 -0.275
H 3.885 -1.666 1.767
H 4.827 -0.798 2.483
O 4.246 -0.778 1.671
H 2.178 -2.439 4.237
H 1.976 -2.617 2.734
O 2.408 -2.053 3.388
H -0.811 2.549 2.641
H -1.045 1.749 4.058
O -0.831 1.712 3.103
H -4.398 2.388 2.431
H -2.842 2.101 2.657
O -3.498 2.383 2.049
H -1.140 -1.332 -3.254
H 0.331 -1.132 -3.704
O -0.377 -1.767 -3.600
H 1.539 -4.008 1.422
H 0.940 -3.241 0.213
O 1.105 -3.200 1.240
H -0.549 3.863 -0.957
H -0.754 4.948 -1.951
O -0.669 4.026 -1.868
H -3.849 -0.740 -1.566
H -3.081 -1.374 -2.710
O -3.146 -1.238 -1.767
H 0.238 -3.816 -2.147
H 0.017 -2.437 -1.732
O 0.357 -3.277 -1.393
```

Charge: +1
Gap between HOMO and LUMO, eV: 8.155
Electronic energy, Eh: -2114.1704

Mulliken atomic charge list, values in e, 2 entries:
1 N 0.096
2 C 0.579

---

This record from OMol25 describes a 14-piece molecular cluster, C3H35NO15 overall. The level of theory is the ωB97M-V functional and the def2-TZVPD basis.

Geometry as XYZ:
```
54
C3H35NO15 (the ωB97M-V functional and the def2-TZVPD basis)
C 0.186 -0.596 0.185
O 1.191 -0.627 -0.810
C -0.799 0.514 -0.268
C -1.626 0.726 1.036
O -2.896 0.126 0.940
N -0.265 1.818 -0.680
H -0.282 -1.625 0.206
H 0.697 -0.309 1.107
H 2.019 -0.797 -0.260
H -1.252 0.064 -1.116
H -1.741 1.746 1.355
H -1.256 0.155 1.970
H -3.633 0.572 0.415
H 0.669 2.094 -0.363
H -0.222 1.630 -1.676
H -1.799 2.857 -0.241
H -3.007 2.991 -1.184
O -2.599 3.327 -0.389
H 1.498 3.401 1.658
H 0.017 3.812 1.848
O 0.995 4.079 1.983
H -1.581 -2.362 -2.020
H -0.316 -1.581 -1.976
O -0.779 -2.226 -2.473
H 2.809 1.718 1.656
H 3.063 2.696 0.448
O 2.361 2.044 0.787
H 1.121 -1.910 3.965
H 0.194 -0.640 3.789
O 0.990 -0.988 3.564
H 3.686 1.477 -2.243
H 2.378 1.826 -1.530
O 3.299 2.084 -1.693
H -4.276 -1.380 -2.295
H -3.032 -0.666 -2.914
O -3.673 -0.676 -2.157
H 1.410 -2.854 -2.810
H 0.321 -3.223 -3.754
O 1.324 -3.146 -3.639
H 2.731 1.473 3.899
H 2.280 0.040 3.244
O 2.545 0.984 3.135
H 3.504 -2.520 0.547
H 3.494 -0.942 0.377
O 2.979 -1.664 0.698
H -1.695 -3.300 3.237
H -0.864 -2.954 2.064
O -0.710 -3.182 2.961
H -0.995 0.546 -4.368
H 0.206 0.500 -3.312
O -0.732 0.713 -3.507
H -2.998 -2.914 1.073
H -2.738 -1.733 0.137
O -2.437 -2.656 0.362
```

Charge: 0
Gap between HOMO and LUMO, eV: 9.323
Electronic energy, Eh: -1318.5382

Mulliken atomic charge list, values in e, 2 entries:
1 C -0.633
2 O -0.615

---

This record from OMol25 describes C3H35O15Y as an isolated structure. The level of theory is the ωB97M-V functional and the def2-TZVPD basis.

Geometry as XYZ:
```
54
C3H35O15Y (the ωB97M-V functional and the def2-TZVPD basis)
Y 1.221 -2.576 3.149
C 1.387 -0.242 -0.429
C 0.478 0.063 0.762
C -0.846 0.615 0.249
O 0.420 -1.019 1.666
H 2.420 -0.534 -0.201
H 1.500 0.595 -1.119
H 1.021 -1.087 -1.026
H 0.940 0.885 1.329
H -0.660 1.519 -0.328
H -1.443 0.951 1.106
H -1.476 -0.062 -0.330
O -4.031 2.876 -0.293
H -3.380 3.538 -0.030
H -3.842 2.112 0.266
O 3.617 1.850 0.515
H 2.732 1.679 0.855
H 3.756 2.795 0.670
O 3.785 -2.003 -2.583
H 3.367 -2.867 -2.666
H 4.642 -2.119 -3.022
O 1.672 0.928 -3.875
H 2.622 0.776 -3.970
H 1.590 1.884 -3.749
O -2.176 3.055 3.170
H -2.317 3.366 4.072
H -2.844 2.361 3.032
O -1.810 -2.778 0.150
H -1.181 -2.060 0.044
H -2.552 -2.385 0.634
O -0.692 2.226 -2.875
H -1.543 1.825 -2.661
H -0.036 1.555 -2.647
O 0.514 -1.909 -3.755
H 0.040 -1.662 -4.558
H 0.880 -1.077 -3.431
O -2.576 -1.259 2.578
H -2.160 -1.923 3.132
H -1.836 -0.831 2.113
O 2.382 -3.011 1.193
H 3.252 -2.685 0.879
H 2.043 -3.571 0.467
O -4.291 -1.081 -0.925
H -4.093 -1.745 -1.597
H -4.296 -0.241 -1.402
O 0.938 -0.440 4.311
H 1.612 -0.127 4.945
H 0.197 0.191 4.400
O 4.804 0.623 -1.750
H 4.378 -0.158 -2.141
H 4.234 0.923 -1.019
O -4.018 1.129 2.201
H -3.433 0.372 2.348
H -4.910 0.761 2.146
```

Charge: +2
Gap between HOMO and LUMO, eV: 4.432
Electronic energy, Eh: -1301.5821

Mulliken atomic charge list, values in e, 2 entries:
1 Y 1.694
2 C -1.356

---

Q: The highest charge belongs to which entry?
A: C3H35O15Y

---

Q: What is the electronic energy in the fourth record?
A: -1111.0358 Eh